(1)
A 2-piece molecular cluster, C2H3Cl2NO2 overall at a distorted geometry, computed with the ωB97M-V functional and the def2-TZVPD basis.

The geometry in XYZ format:
```
10
Properties=species:S:1:pos:R:3:forces:R:3:mulliken_charge:R:1
C -0.6190 -0.9910 0.4775 -1.3 -1.9 -0.1 -0.512
C -1.1718 0.1855 0.2215 -0.8 -0.8 -0.1 0.399
Cl -2.8891 0.3733 -0.0144 0.9 0.2 0.2 -0.125
N -0.3321 1.3814 0.0124 -0.5 -0.3 -0.2 0.947
O 0.8405 1.1912 0.1744 1.2 0.1 0.3 -0.530
O -0.8475 2.4089 -0.3375 -0.4 0.3 0.0 -0.543
H -1.2972 -1.9134 0.5607 1.0 1.7 -0.1 0.230
H 0.4351 -1.2380 0.5399 -0.2 0.7 0.1 0.143
Cl 3.1932 -0.4622 -1.3267 0.7 0.6 -1.5 -0.207
H 2.6879 -0.9357 -0.3080 -0.7 -0.6 1.4 0.198
```
Positions in Å, forces in eV/Å.

energy relative to the best compared isomer or geometry (same formula, charge and spin) = 99.1 kcal/mol
SMILES = C=C(Cl)[N+](=O)[O-].Cl

(2)
C26H19Br2F5KN6O3Se as an isolated structure at a distorted geometry, computed with the ωB97M-V functional and the def2-TZVPD basis.

The geometry in XYZ format:
```
63
Properties=species:S:1:pos:R:3:forces:R:3:mulliken_charge:R:1
K -0.0174 0.2083 -0.4989 -0.3 -1.6 0.7 1.030
Br -1.7174 4.3113 -3.1957 -0.1 0.1 0.0 -0.228
C -1.9251 4.1995 -1.3089 0.2 -0.2 -0.2 -0.073
C -2.7134 5.1371 -0.6610 0.0 0.0 0.3 -0.388
C -2.8666 5.0770 0.7033 -0.2 0.3 -0.1 0.070
Br -3.9743 6.3884 1.5492 0.0 0.0 0.0 -0.305
C -2.2523 4.0661 1.4647 0.2 -0.2 -0.1 0.846
C -2.3690 3.9314 2.8657 0.1 -0.1 0.0 -0.658
C -1.7566 2.8876 3.5040 -0.1 0.1 0.0 -0.989
C -1.0139 1.9710 2.7441 0.1 0.0 -0.1 -0.005
N -0.8645 2.0769 1.4468 0.0 -0.1 0.1 0.065
C -1.4560 3.0927 0.7870 -0.2 0.3 0.1 -0.246
C -1.2491 3.1312 -0.6648 -0.1 0.3 -0.3 0.421
O -0.5424 2.2862 -1.2653 -0.4 1.3 -0.3 -0.881
H -3.2031 5.9150 -1.2297 0.0 0.0 0.0 0.417
H -2.9453 4.6566 3.4236 0.0 0.0 0.0 0.297
H -1.8459 2.7639 4.5757 0.0 0.0 0.0 0.388
H -0.5221 1.1229 3.2133 0.0 0.0 0.0 0.189
N 2.2830 -1.1031 3.8180 -0.1 0.0 -0.1 -0.087
C 3.3739 -0.3163 3.5318 0.1 0.1 -0.1 -0.747
C 3.1282 0.2059 2.2947 0.1 0.0 0.1 -0.476
N 1.9267 -0.2367 1.8252 -0.4 -0.1 -0.1 0.232
C 1.4319 -1.0216 2.7478 0.5 0.2 0.1 -0.022
C 0.1666 -1.7198 2.6520 -0.4 -0.3 0.0 0.030
N -0.6698 -1.6292 1.6477 0.2 0.2 0.1 0.341
C -1.7229 -2.4442 1.9449 -0.1 -0.1 0.1 -0.585
C -1.5299 -3.0395 3.1576 -0.1 0.0 -0.1 -0.643
N -0.3150 -2.5756 3.6040 0.1 0.1 0.0 -0.097
H 2.1563 -1.6319 4.6594 0.0 0.0 0.1 0.155
H 4.1958 -0.2074 4.2177 0.0 0.0 0.0 0.425
H 3.7411 0.8602 1.6970 0.0 0.0 0.1 0.433
H -2.5327 -2.5681 1.2454 0.0 0.0 0.0 0.441
H -2.1172 -3.7402 3.7243 0.0 0.0 0.0 0.416
H 0.1280 -2.8436 4.4617 0.0 0.0 0.0 0.153
F -2.9611 -5.5120 -6.5444 0.0 0.0 -0.1 -0.327
C -2.5210 -4.9580 -5.4023 0.1 0.0 0.1 0.472
C -3.1189 -3.8196 -4.8942 0.0 -0.1 0.0 0.020
F -4.1516 -3.2739 -5.5562 -0.1 0.0 0.0 -0.316
C -2.6567 -3.2557 -3.7214 0.3 -0.1 0.2 0.599
F -3.2759 -2.1543 -3.2853 -0.1 0.1 0.0 -0.278
C -1.5846 -3.7837 -2.9920 -0.1 -0.3 -0.5 -0.413
Se -0.9504 -3.0266 -1.4060 0.2 0.2 0.4 -0.513
C -1.0141 -4.9401 -3.5420 -0.2 0.3 0.1 0.306
F 0.0182 -5.5315 -2.9257 0.1 -0.1 0.0 -0.314
C -1.4592 -5.5157 -4.7145 0.0 0.0 0.0 0.180
F -0.8677 -6.6204 -5.2023 0.0 -0.1 0.0 -0.319
O 4.4789 0.0534 -1.1164 0.2 -0.1 0.1 -0.486
C 3.3314 -0.2919 -1.6950 -0.1 -0.3 -0.4 -0.288
O 2.2585 -0.1382 -1.1816 0.9 0.1 -0.3 -0.364
C 3.4755 -0.9115 -3.0998 0.0 0.3 0.1 0.592
N 4.8909 -0.9247 -3.5256 -0.1 0.0 0.2 -0.587
C 5.0544 -0.0221 -4.6835 0.1 0.1 0.0 -0.598
C 3.8527 0.9135 -4.5955 0.0 -0.1 0.0 -0.598
C 2.7441 -0.0276 -4.1205 0.1 0.1 0.1 -0.791
H 3.0349 -1.9067 -3.0422 0.0 0.0 0.0 0.483
H 5.2212 -1.8574 -3.7191 0.0 0.0 0.0 0.240
H 5.1645 -0.2621 -1.7514 0.0 0.2 -0.1 0.409
H 5.0325 -0.5693 -5.6322 0.0 -0.1 0.0 0.333
H 6.0127 0.4972 -4.6251 0.0 0.0 0.0 0.309
H 3.6250 1.3837 -5.5505 0.0 0.0 0.0 0.385
H 4.0274 1.7021 -3.8607 0.0 0.0 0.0 0.251
H 2.3883 -0.6362 -4.9524 0.0 0.0 0.0 0.356
H 1.8994 0.4862 -3.6673 -0.1 0.0 -0.1 0.337
```
Positions in Å, forces in eV/Å.

charge = -1

Gap between HOMO and LUMO for every record listed, in sequence, given in eV: 10.04; 5.58.